[1]
Formula: C8H18FeO2S7Sb
Source: OMol25
Level of theory: the ωB97M-V functional and the def2-TZVPD basis

Computed properties:
HOMO-LUMO gap (spin up / spin down): 5.18 / 5.19 eV
LUMO (spin up / spin down): 3.9 / 3.9 eV
2S+1: 6
net charge: -2
HOMO (spin up / spin down): -1.33 / -1.34 eV

Element x y z (Å)
Fe -0.43 2.81 -0.06
C -0.19 -3.54 1.36
C -1.14 -2.47 1.88
S -1.17 -0.84 1.11
C -1.47 -1.19 -0.63
C -0.27 -1.60 -1.52
S 1.30 -0.78 -1.14
C 2.48 -2.15 -1.03
C 2.13 -3.40 -0.23
S 1.58 -3.14 1.47
H -0.41 -3.75 0.31
H -0.35 -4.46 1.92
H -0.90 -2.23 2.92
H -2.15 -2.90 1.86
H -1.85 -0.23 -0.97
H -2.25 -1.94 -0.73
H -0.53 -1.35 -2.55
H -0.10 -2.68 -1.48
H 3.34 -1.66 -0.56
H 2.78 -2.46 -2.03
H 3.03 -4.02 -0.18
H 1.36 -4.00 -0.74
S 2.50 5.97 0.33
Sb 0.73 4.87 1.26
S 1.26 2.50 1.39
S -1.14 4.93 -0.30
S 0.01 5.63 3.29
C 1.01 2.71 -2.52
O -0.01 2.19 -1.73
H 1.18 3.78 -2.34
H 0.77 2.59 -3.58
H 1.96 2.19 -2.33
C -2.63 2.14 1.54
O -1.86 1.77 0.43
H -3.26 3.01 1.32
H -2.01 2.40 2.41
H -3.28 1.31 1.84



[2]
Formula: C8H18IN2
Source: OMol25
Level of theory: the ωB97M-V functional and the def2-TZVPD basis

Computed properties:
HOMO-LUMO gap (spin up / spin down): 7.69 / 6.54 eV
LUMO (spin up / spin down): -5.0 / -6.1 eV
2S+1: 1
net charge: +1
HOMO (spin up / spin down): -12.72 / -12.63 eV

Element x y z (Å)
C -0.15 -0.65 1.05
C -1.18 -0.94 0.05
C -1.26 2.62 -0.97
C -0.68 -3.36 -0.23
C -2.10 -2.11 -1.71
C 1.82 2.52 0.38
C 0.09 1.97 -1.17
C -1.26 -2.08 -0.51
N 0.88 0.53 0.83
N 0.80 1.62 0.05
I 3.34 -0.88 0.20
H -0.55 -0.28 1.92
H 0.48 -1.54 1.40
H -1.13 3.30 -0.15
H -1.48 3.39 -1.78
H -2.11 1.96 -1.03
H -0.92 -4.05 -1.05
H 0.41 -3.05 -0.19
H -1.05 -3.67 0.79
H -2.46 -1.19 -2.04
H -1.77 -2.72 -2.57
H -3.08 -2.61 -1.34
H 2.72 2.38 -0.28
H 1.55 3.55 0.39
H 2.09 2.36 1.52
H 0.80 2.77 -1.54
H 0.01 1.04 -1.88
H -1.92 -0.14 -0.19
H 1.53 0.67 1.63



[3]
Formula: C8H18KN3PTe
Source: OMol25
Level of theory: the ωB97M-V functional and the def2-TZVPD basis

Computed properties:
HOMO-LUMO gap: 7.63 eV
LUMO: -3.4 eV
2S+1: 1
net charge: +1
HOMO: -10.98 eV

Element x y z (Å)
K -0.81 0.86 -2.28
C -0.86 -2.49 2.84
N 0.24 -1.76 2.24
C 0.41 -0.49 2.94
N -0.81 0.31 2.94
C -1.89 -0.47 3.51
N -2.10 -1.72 2.81
C -2.61 -1.54 1.48
P -1.43 -0.56 0.37
C 0.08 -1.58 0.83
C -1.13 0.81 1.63
H -0.61 -2.70 3.88
H -1.01 -3.43 2.30
H 1.21 0.07 2.47
H 0.67 -0.71 3.98
H -2.81 0.12 3.49
H -1.64 -0.69 4.55
H -3.57 -1.00 1.54
H -2.79 -2.52 1.03
H 0.98 -1.09 0.42
H -0.01 -2.57 0.35
H -2.04 1.42 1.69
H -0.30 1.44 1.27
C 2.16 3.56 -6.05
Te 1.26 2.27 -4.59
C 2.93 0.95 -4.25
H 3.09 3.98 -5.66
H 1.46 4.36 -6.23
H 2.34 3.02 -6.97
H 3.19 0.42 -5.16
H 2.61 0.23 -3.50
H 3.78 1.50 -3.88



[4]
Formula: C8H18N2O2
Source: OMol25
Level of theory: the ωB97M-V functional and the def2-TZVPD basis

Computed properties:
HOMO-LUMO gap: 8.77 eV
LUMO: 0.9 eV
2S+1: 1
HOMO: -7.90 eV

Element x y z (Å)
C -1.51 -1.99 1.64
C 0.70 0.11 -3.17
C 0.96 2.52 -0.50
C 1.66 -0.95 1.78
C -0.52 -2.42 0.51
C -0.25 -0.34 -0.86
C 0.77 0.52 -1.70
C 0.29 -1.18 0.04
N -2.32 2.24 1.13
N -1.46 1.76 1.71
O 0.43 1.90 -1.64
O 1.61 -1.05 0.40
H -1.18 -2.32 2.56
H -1.52 -0.90 1.70
H -2.58 -2.30 1.41
H 0.02 0.59 -3.83
H 0.57 -0.89 -3.37
H 1.73 0.34 -3.61
H 0.66 3.54 -0.40
H 2.15 2.58 -0.55
H 0.82 1.88 0.50
H 1.43 -1.84 2.12
H 0.90 -0.07 2.16
H 2.67 -0.55 2.04
H 0.18 -3.08 0.94
H -1.18 -2.53 -0.38
H -3.25 2.48 1.74
H -1.22 -0.54 -1.26
H 1.76 0.19 -1.20
H -2.32 2.30 0.08



[5]
Formula: C8H18N2O2S
Source: OMol25
Level of theory: the ωB97M-V functional and the def2-TZVPD basis

Computed properties:
HOMO-LUMO gap (spin up / spin down): 8.38 / 8.37 eV
LUMO (spin up / spin down): -1.0 / -1.0 eV
2S+1: 1
HOMO (spin up / spin down): -9.39 / -9.39 eV

Element x y z (Å)
C -1.71 0.33 1.08
C -1.50 1.77 1.46
C -1.43 -2.12 -1.03
C -0.17 -2.16 1.27
C 0.84 2.00 -1.22
C 2.54 0.20 -0.94
C -0.43 -1.44 -0.04
C 1.68 1.23 -0.17
N -0.75 -0.02 0.05
N 0.91 0.80 0.93
O 0.67 3.38 1.59
O 0.34 1.58 3.25
S 0.32 2.01 1.90
H -1.63 -0.32 1.96
H -2.79 0.30 0.69
H -2.00 2.43 0.71
H -2.04 1.91 2.37
H -1.28 -1.68 -1.98
H -1.13 -3.27 -0.99
H -2.46 -1.96 -0.60
H -1.10 -2.45 1.86
H 0.41 -1.52 1.85
H 0.21 -3.23 1.02
H -0.14 1.51 -1.38
H 0.57 2.97 -0.82
H 1.41 2.13 -2.22
H 1.84 -0.13 -1.75
H 2.98 -0.52 -0.21
H 3.40 0.81 -1.54
H 0.49 -1.47 -0.56
H 2.47 1.98 0.40



[6]
Formula: C8H18N2P
Source: OMol25
Level of theory: the ωB97M-V functional and the def2-TZVPD basis

Computed properties:
SMILES string: C[PH2]=[N+]1C=CN(C(C)(C)C)C1
HOMO-LUMO gap (spin up / spin down): 7.63 / 7.63 eV
LUMO (spin up / spin down): -3.4 / -3.4 eV
2S+1: 1
net charge: +1
HOMO (spin up / spin down): -11.03 / -11.03 eV

Element x y z (Å)
C 4.58 -0.24 0.11
P 3.00 0.72 0.20
N 1.69 -0.34 -0.14
C 1.27 -1.54 0.51
C -0.08 -1.70 0.37
N -0.64 -0.59 -0.27
C -1.92 0.03 0.07
C -2.35 0.71 -1.28
C -2.85 -1.06 0.52
C -1.74 1.18 1.01
C 0.42 0.14 -0.83
H 5.40 0.60 0.02
H 4.46 -0.76 -0.89
H 4.58 -0.77 1.07
H 3.14 1.65 1.43
H 2.86 1.62 -0.79
H 1.97 -2.25 1.03
H -0.65 -2.59 0.59
H -3.27 1.20 -1.12
H -1.40 1.20 -1.57
H -2.60 -0.26 -1.72
H -2.44 -1.34 1.47
H -3.07 -1.89 -0.19
H -3.92 -0.65 0.65
H -0.76 1.25 1.66
H -1.75 2.14 0.60
H -2.57 1.17 1.76
H 0.51 -0.10 -1.99
H 0.35 1.21 -0.77



Look up the 2S+1 of the first one.
6



Among the records above, which one has the highest 2S+1?
C8H18FeO2S7Sb